Record 1
{"formula": "C34H34GeNOPdS3", "method": "wB97M-V/def2-TZVPD", "fmax_ev_per_a": 0.7, "homo_energy_ev": [-10.62, -10.62], "e_lumo_ev": [-3.6130, -3.6123], "orbital_gap_ev": [7.0108, 7.0115], "spin_multiplicity": 1, "e_above_lowest_ev": 0.000, "e_tot_ev": -131842.102, "charge": 1, "species": ["H", "H", "C", "O", "C", "C", "C", "H", "H", "C", "C", "C", "H", "H", "H", "H", "H", "H", "H", "H", "S", "C", "H", "C", "H", "H", "H", "C", "C", "H", "H", "H", "C", "H", "C", "C", "H", "H", "C", "C", "C", "H", "H", "Ge", "H", "C", "H", "C", "C", "C", "H", "C", "Pd", "H", "C", "C", "C", "N", "C", "C", "C", "H", "C", "S", "H", "C", "C", "C", "H", "H", "H", "S", "H", "C", "C"], "xyz": [[-3.0190, 1.1742, 3.4513], [0.4372, -1.8075, 2.7500], [2.5023, -1.1632, -2.7200], [-1.4345, -3.3279, -0.5081], [0.2538, 4.3637, -4.7161], [2.8733, -2.6335, -2.6831], [-0.5524, -2.2446, 2.7222], [2.1407, -2.1421, 1.2689], [2.7407, -5.5854, 0.7717], [-0.7448, -3.4808, 3.3248], [2.2528, 1.8319, 2.3904], [-0.2354, 2.6872, 1.5233], [-1.9467, -3.1821, 0.3073], [0.5469, 4.6734, 1.7154], [-4.0698, -3.8142, 2.8025], [-6.5326, 2.8718, 1.7107], [1.3276, 3.4695, -1.1132], [3.3958, 0.1096, 0.5313], [-5.7245, 2.2561, -0.5411], [2.7708, 3.9117, 2.4897], [1.4655, -3.6810, -2.1870], [0.0037, 1.3180, 1.6503], [3.7088, -1.6684, 1.8903], [-5.5850, 2.3621, 1.5961], [3.2174, 1.4967, 2.7540], [3.1941, -2.9433, -3.6779], [1.5392, -5.8291, -1.2807], [-3.9148, 1.3616, 0.1870], [3.3055, -0.8266, -0.0174], [3.3616, -0.5655, -3.0286], [3.1542, -5.3133, -1.7322], [1.6239, -4.2282, 0.7021], [1.7080, 6.3368, -4.6782], [-1.2091, 3.0361, 1.1976], [-1.6096, -1.5569, 2.1246], [2.0018, 3.1894, 2.2488], [1.4785, -0.1462, 2.2159], [-5.1712, 2.3323, 3.7022], [-1.1548, -0.3628, -0.7759], [1.1654, 5.1697, -4.0376], [-4.8206, 2.0586, 2.7156], [-0.9677, 2.6074, -4.6216], [2.2613, 5.4839, -2.2208], [-1.4404, 0.1229, 1.1210], [-2.1597, -5.0210, 3.8121], [-3.0772, -3.3836, 2.7717], [-2.0577, -3.5249, -1.2162], [-2.0072, -4.0586, 3.3423], [2.5118, -4.6618, 0.2377], [-5.1323, 2.0154, 0.3323], [3.6867, -2.8134, -1.9835], [-0.7490, 0.7482, -1.5681], [0.1831, -1.9309, -0.8126], [-3.7304, -1.6154, 1.7524], [0.1278, 2.9072, -2.8012], [-3.1412, 1.0478, 1.3025], [1.5562, 4.8482, -2.7387], [2.1449, 7.2694, -5.1867], [-3.6063, 1.4053, 2.5685], [2.2451, -4.9990, -1.2186], [-0.2599, 3.2381, -4.1011], [1.6913, -0.9571, -3.4212], [-0.3794, 1.7417, -2.1465], [3.9270, -3.5615, 0.5264], [-2.0144, -0.8895, -1.2005], [0.7544, 3.6157, 1.8162], [1.0377, 3.7260, -2.1242], [-2.8801, -2.1411, 2.1737], [-0.0450, 4.6253, -5.7217], [4.1995, -0.9267, -0.6345], [-3.5663, 1.1086, -0.8084], [1.9105, -0.4787, -1.1426], [0.0895, -3.9886, 3.7924], [3.1808, -1.9741, 0.9857], [1.2620, 0.9070, 2.0872]], "mulliken_charge": [0.402, 0.356, -1.058, -0.523, -0.696, -0.561, 0.251, -1.026, 0.487, -0.799, -0.967, -0.268, 0.294, 0.463, 0.439, 0.390, 0.481, 0.415, 0.407, 0.405, -0.035, 0.305, 0.491, -0.438, 0.485, 0.531, 0.451, -0.511, -0.976, 0.516, 0.415, -0.254, -0.096, 0.319, -0.273, -0.535, 0.425, 0.412, -0.403, 0.591, -0.740, 0.493, 0.468, 2.382, 0.412, -0.492, 0.250, -0.572, -0.112, -0.689, 0.239, -1.249, -0.218, 0.339, 0.121, 0.067, -0.693, -0.464, -0.203, -0.666, -0.609, 0.359, 0.249, -0.123, 1.116, -0.858, -0.136, -0.516, 0.471, 0.726, 0.259, 0.237, 0.488, 0.570, -0.218]}

---

Record 2
{"formula": "CH2N4O3S2", "method": "wB97M-V/def2-TZVPD", "fmax_ev_per_a": 3.2, "homo_energy_ev": [-9.05, -9.05], "e_lumo_ev": [-0.4915, -0.4892], "orbital_gap_ev": [8.5540, 8.5573], "spin_multiplicity": 1, "e_above_lowest_ev": 0.474, "e_tot_ev": -34835.049, "charge": 0, "species": ["N", "O", "O", "C", "O", "S", "H", "N", "N", "H", "N", "S"], "xyz": [[-0.5109, 0.7703, -0.4290], [2.1223, 0.8734, 3.2455], [-0.7337, -0.5409, -0.0094], [1.6154, 0.8203, 2.2130], [-1.4022, -2.9283, -0.0030], [-2.2877, -1.7174, -2.4922], [-1.4586, -2.7488, -2.7814], [0.5909, 1.2470, 0.0126], [1.2605, 0.6339, 1.0624], [1.7869, 2.9129, -0.0739], [0.9798, 2.3200, -0.5191], [-1.9626, -1.6424, -0.2255]], "mulliken_charge": [-0.508, -0.349, -0.156, 0.572, -0.403, -0.281, 0.182, 1.559, -0.536, 0.281, -0.921, 0.561]}

---

Record 3
{"formula": "H3O6", "method": "wB97M-V/def2-TZVPD", "fmax_ev_per_a": 2.3, "homo_energy_ev": [-16.61, -16.61], "e_lumo_ev": [-7.1881, -7.1851], "orbital_gap_ev": [9.4169, 9.4209], "spin_multiplicity": 1, "e_above_lowest_ev": 1.007, "e_tot_ev": -12311.076, "charge": 1, "species": ["O", "O", "H", "O", "O", "H", "O", "H", "O"], "xyz": [[-1.2417, -1.5268, -0.6313], [1.6976, 0.4389, -0.2398], [2.2834, 0.4125, -1.0517], [-0.1518, 1.0697, 1.3503], [0.4159, 0.7578, -0.8484], [0.6476, 0.4946, 1.6385], [-0.8031, -0.8829, 0.3701], [-2.2811, -1.5008, -0.7169], [-0.5668, 0.7369, 0.1291]], "mulliken_charge": [-0.163, -0.278, 0.386, -0.214, 0.091, 0.459, 0.096, 0.428, 0.194]}

---

Record 4
{"formula": "C4H11N3S", "method": "wB97M-V/def2-TZVPD", "fmax_ev_per_a": 4.8, "homo_energy_ev": -7.88, "e_lumo_ev": 0.5584, "orbital_gap_ev": 8.4353, "spin_multiplicity": 1, "e_above_lowest_ev": 5.686, "e_tot_ev": -19626.475, "charge": 0, "species": ["C", "N", "C", "H", "H", "N", "C", "H", "H", "H", "H", "H", "S", "H", "N", "H", "C", "H", "H"], "xyz": [[0.1801, -0.4097, -0.2522], [0.4686, -2.6061, 0.5372], [-1.2575, 1.3599, 0.7770], [-3.3597, -0.2078, -0.5578], [-1.0414, 1.0584, -1.2328], [3.7581, 0.4078, -0.3149], [-1.1128, 0.4560, -0.3368], [-0.6235, 1.0430, 1.5630], [-2.2459, -1.3234, 0.4868], [0.6314, -3.5091, 0.1535], [-2.3391, 1.4794, 1.0764], [-2.1660, -1.1069, -1.4250], [2.3478, 1.3296, 0.2370], [1.2782, 0.4337, 0.3101], [0.2030, -1.5900, -0.0566], [3.8454, 0.7752, -1.2613], [-2.2186, -0.5379, -0.4734], [-0.9216, 2.4000, 0.5849], [4.5736, 0.5480, 0.1849]], "mulliken_charge": [-0.286, -0.993, -1.401, 0.334, 0.203, -0.538, 0.978, 0.394, 0.268, 0.239, 0.316, 0.355, -0.153, 0.101, 0.722, 0.248, -1.377, 0.335, 0.255]}

---

Record 5
{"formula": "C19H15Br2N5O4STi", "method": "wB97M-V/def2-TZVPD", "fmax_ev_per_a": 0.2, "homo_energy_ev": -8.19, "e_lumo_ev": -0.5440, "orbital_gap_ev": 7.6498, "spin_multiplicity": 1, "e_above_lowest_ev": 0.000, "e_tot_ev": -209628.226, "charge": 0, "species": ["H", "N", "C", "H", "O", "O", "C", "H", "C", "N", "N", "H", "C", "C", "Br", "C", "C", "Ti", "C", "O", "H", "C", "N", "H", "C", "C", "C", "C", "S", "H", "O", "C", "H", "H", "H", "C", "H", "H", "C", "C", "H", "C", "Br", "C", "H", "H", "N"], "xyz": [[1.4113, 5.9451, 0.0901], [-1.7800, 0.7017, 0.2970], [1.2656, -0.1899, 4.4044], [1.9160, 3.7553, -0.9496], [2.0017, -0.5942, -0.2793], [4.1061, -0.2990, -0.9983], [-1.9769, 1.9023, 0.6915], [2.3610, 0.8645, -2.8206], [1.4171, 0.9940, 3.7404], [0.5452, 0.0770, 1.7206], [-4.0262, -1.7251, -0.7978], [-2.2014, 4.3376, 1.7183], [-2.9747, -0.8746, -0.6765], [-0.4272, 5.2837, 0.9864], [-0.8443, -4.8333, 1.0582], [1.0173, 3.8994, -0.3639], [-0.2120, -3.4055, 2.1085], [0.0660, -0.1717, -0.4993], [-0.0818, -2.1624, 1.5415], [0.4580, 1.6380, -0.7277], [1.8239, 1.8656, 4.2328], [2.3206, -0.1963, -2.5746], [-2.8853, -0.1309, 0.3774], [1.5454, -0.2873, 5.4444], [0.4083, -1.1121, 2.3642], [0.7559, -1.3075, 3.7118], [1.0534, 1.0867, 2.3858], [2.9154, -0.3783, -1.1819], [-1.8343, -0.7875, -1.9981], [-0.6482, 6.2393, 1.4411], [-0.3590, -1.8576, 0.2947], [0.1133, -3.6257, 3.4608], [-2.9606, 2.1410, 1.0918], [2.9039, -0.7485, -3.3097], [-3.9144, -2.5058, -1.4195], [0.1565, 2.8122, -0.1922], [-0.0108, -4.6174, 3.8725], [0.3743, -0.2321, -3.2911], [0.7291, 5.1154, 0.2236], [-1.2905, 4.2200, 1.1429], [1.2066, 2.0119, 1.8494], [0.5789, -2.6112, 4.2416], [1.0025, -2.9620, 6.0534], [-1.0134, 2.9752, 0.5691], [0.8375, -1.6265, -2.5848], [-4.5823, -1.8702, 0.0292], [0.9114, -0.6141, -2.5202]], "mulliken_charge": [0.403, 1.225, -0.729, 0.447, -0.438, -0.670, -0.789, 0.211, -1.198, 0.847, -0.463, 0.405, 0.635, -0.664, -0.162, -0.383, -0.199, -0.166, 0.516, -0.175, 0.441, -0.458, -1.399, 0.349, 0.286, 0.368, -0.152, 0.514, -0.504, 0.412, -0.237, -0.289, 0.379, 0.403, 0.245, 0.022, 0.414, 0.326, -0.597, -0.735, 0.528, 0.024, -0.229, 1.180, 0.306, 0.253, -0.499]}

---

Record 6
{"formula": "CH13N3O4", "method": "wB97M-V/def2-TZVPD", "fmax_ev_per_a": 1.6, "homo_energy_ev": [0.63, -5.42], "e_lumo_ev": [3.6391, 3.7030], "orbital_gap_ev": [3.0083, 9.1240], "spin_multiplicity": 2, "s2": 0.750, "e_above_lowest_ev": 0.799, "e_tot_ev": -13907.549, "charge": -1, "species": ["O", "H", "O", "H", "H", "H", "O", "H", "N", "H", "O", "H", "H", "H", "N", "H", "N", "H", "H", "C", "H"], "xyz": [[-0.6009, 3.4855, 0.3934], [-2.2132, 1.0264, 2.4005], [-1.6496, 1.5101, 3.0300], [0.0068, -3.0837, -1.1636], [1.6328, -0.4059, 1.4643], [-0.2782, 0.6016, -2.4660], [-1.5828, 0.6803, 0.0187], [-0.9093, 0.0470, 0.3267], [0.9410, -0.8196, 0.8769], [-0.5150, 2.5542, 0.2230], [0.0539, -0.2200, -2.1091], [-1.4228, 3.7349, 0.0075], [-2.0550, 0.4100, -0.7883], [3.0053, -0.9549, -0.6017], [2.4134, -1.7689, -0.6634], [-1.1019, 2.1467, 2.5713], [0.0950, -2.4093, -0.4205], [2.6299, -2.5315, -1.2726], [1.0016, -0.1547, -1.9942], [1.2071, -1.7197, -0.0110], [-0.6581, -2.1286, 0.1781]], "lowdin_spin": [0.044, 0.006, 0.018, 0.035, 0.011, 0.050, 0.072, 0.011, 0.024, 0.014, 0.196, 0.012, 0.035, 0.069, 0.090, 0.005, 0.049, 0.059, 0.064, 0.120, 0.015]}